[1]
A cluster of 3 separate species, C23H40O6 in total. Source: the OMol25 dataset; level of theory: ωB97M-V/def2-TZVPD.

## Properties
lowest unoccupied orbital energy: -0.0207 Eh
HOMO energy: -9.764 eV
structure (SMILES): CCCCCCCCC1=C(C[C@@H](C)O)C(=O)OC1=O.C1CCOC1.C1CCOC1
energy relative to the best compared isomer or geometry (same formula, charge and spin): 0.00 kcal/mol

Last column: natural (NBO) charge in e.
Element x y z (Å)
C1 -3.5078 -0.4847 -1.4371  -0.60
C2 -3.1982 0.3481 -0.1870  -0.40
C3 -4.4721 0.8432 0.4943  -0.39
C4 -4.3033 1.8594 1.6295  -0.39
C5 -3.2712 1.4681 2.6951  -0.40
C6 -1.8259 1.8555 2.3448  -0.40
C7 -0.8084 0.7766 2.7056  -0.37
C8 0.6285 1.2652 2.4925  -0.47
C9 1.6352 0.1694 2.5934  0.01
C10 1.8624 -0.8926 1.8075  -0.08
C11 1.2081 -1.2772 0.5249  -0.47
C12 0.5963 -2.6809 0.5066  0.10
C13 -0.3259 -2.9841 1.6658  -0.63
O1 -0.2094 -2.8028 -0.6814  -0.72
C14 2.9912 -1.6570 2.3985  0.75
O2 3.4770 -2.6846 2.0260  -0.52
O3 3.4341 -0.9984 3.5207  -0.50
C15 2.6201 0.1133 3.7034  0.76
O4 2.7645 0.8469 4.6309  -0.51
H1 -2.6219 -1.0281 -1.7703  0.21
H2 -3.8106 0.1708 -2.2578  0.20
H3 -4.3144 -1.1939 -1.2473  0.20
H4 -2.6118 -0.2710 0.4973  0.19
H5 -2.5740 1.1927 -0.4861  0.20
H6 -5.1018 1.2901 -0.2833  0.20
H7 -5.0237 -0.0263 0.8667  0.19
H8 -4.0609 2.8458 1.2242  0.20
H9 -5.2760 1.9638 2.1202  0.20
H10 -3.5408 1.9587 3.6346  0.21
H11 -3.3401 0.3922 2.8866  0.19
H12 -1.7451 2.0406 1.2733  0.21
H13 -1.5524 2.7903 2.8420  0.20
H14 -1.0059 -0.1029 2.0877  0.19
H15 -0.9265 0.4578 3.7461  0.20
H16 0.8525 1.9914 3.2766  0.24
H17 0.7155 1.7645 1.5264  0.22
H18 1.9813 -1.2448 -0.2531  0.24
H19 0.4422 -0.5421 0.2731  0.23
H20 1.3979 -3.4203 0.4335  0.18
H21 0.1583 -2.8051 2.6248  0.21
H22 -1.2303 -2.3803 1.5735  0.21
H23 -0.6294 -4.0304 1.6157  0.23
H24 0.3714 -2.6391 -1.4334  0.46
C16 3.3858 -4.9951 -2.5305  -0.43
C17 2.9821 -4.5017 -3.9186  -0.43
C18 2.7622 -3.0169 -3.6634  -0.06
O5 3.6626 -2.6498 -2.6167  -0.54
C19 4.2172 -3.8274 -2.0173  -0.07
H25 3.9400 -5.9319 -2.5406  0.22
H26 2.4984 -5.1310 -1.9074  0.20
H27 3.8018 -4.6439 -4.6256  0.20
H28 2.0975 -4.9946 -4.3185  0.22
H29 1.7347 -2.8216 -3.3300  0.14
H30 2.9602 -2.3985 -4.5392  0.19
H31 5.2646 -3.9151 -2.3230  0.17
H32 4.1808 -3.7225 -0.9323  0.20
C20 1.0715 4.5328 -1.7706  -0.43
C21 -0.0780 5.4821 -2.1042  -0.43
C22 -1.2828 4.6853 -1.6198  -0.07
O6 -0.8263 3.9093 -0.5090  -0.54
C23 0.6002 3.9419 -0.4491  -0.06
H33 2.0392 5.0247 -1.6889  0.22
H34 1.1475 3.7516 -2.5299  0.20
H35 0.0190 6.4078 -1.5334  0.20
H36 -0.1420 5.7377 -3.1605  0.22
H37 -1.6516 4.0094 -2.3988  0.17
H38 -2.1090 5.3158 -1.2901  0.19
H39 0.9082 4.5655 0.3974  0.17
H40 0.9674 2.9281 -0.2848  0.18


[2]
A structure of composition C23H41Al2BrCl5F7KN5O9SSi2 in a non-equilibrium geometry. Source: the OMol25 dataset; level of theory: ωB97M-V/def2-TZVPD.

## Properties
lowest unoccupied orbital energy: -0.1309 Eh
HOMO energy: -4.567 eV

Last column: Mulliken charge in e.
Element x y z (Å)
C1 0.9981 -0.0503 2.1144  0.05
C2 0.3097 -0.3798 0.9080  -0.52
N1 -0.4312 -1.2557 -0.1208  0.18
C3 -1.7984 -1.4969 0.0615  -0.22
N2 -2.5235 -0.8837 1.2776  -0.49
N3 -2.6424 -2.3389 -0.8642  0.17
Cl1 -2.3958 -1.9694 -2.5313  -0.17
C4 -2.6019 -3.8129 -0.5626  -0.23
C5 -1.1227 -4.4179 -0.1998  -1.10
C6 -3.6114 -4.2526 0.6692  -0.16
C7 -5.1502 -4.1858 0.0248  -0.58
C8 -5.9423 -3.0282 0.8846  -0.72
H1 1.6217 0.1264 3.1159  0.35
H2 0.0352 -1.7043 -0.9425  0.31
H3 -2.6909 0.1160 0.9542  0.31
H4 -3.4948 -1.2771 1.3640  0.24
H5 -2.9510 -4.3739 -1.5569  0.57
H6 -0.2586 -4.0657 -0.9249  0.24
H7 -0.8286 -3.9914 0.8740  0.30
H8 -1.1011 -5.5960 -0.0759  0.36
H9 -3.3283 -5.3193 1.0644  0.07
H10 -3.4754 -3.4522 1.5122  0.34
H11 -5.6009 -5.2640 0.1272  0.23
H12 -5.0903 -3.9071 -1.1178  0.36
H13 -7.1011 -3.0086 0.6175  0.32
H14 -5.4686 -1.9968 0.5844  0.18
H15 -5.7797 -3.2189 2.0505  0.22
C9 4.0349 -1.8570 2.6506  -0.92
Si1 4.9480 -1.6095 4.2884  -0.17
C10 5.1421 -3.3064 5.0617  -0.80
C11 3.8297 -0.5730 5.3800  -0.37
N4 6.4766 -0.8379 3.9604  0.17
Si2 7.5817 -0.4614 5.2549  0.05
C12 8.1737 -1.9837 6.1748  -0.99
C13 6.8640 0.7511 6.4934  -0.81
C14 9.1177 0.3602 4.5159  -1.01
H16 3.0706 -2.3411 2.8280  0.23
H17 3.8503 -0.8964 2.1603  0.20
H18 4.6156 -2.4905 1.9741  0.31
H19 4.1850 -3.8372 5.0475  0.31
H20 5.4618 -3.2420 6.1043  0.20
H21 5.8689 -3.9083 4.5080  0.26
H22 3.7700 0.4565 5.0134  0.34
H23 4.1767 -0.5568 6.4151  0.03
H24 2.8175 -0.9885 5.3830  -0.05
H25 7.3911 -2.4025 6.8115  0.29
H26 9.0194 -1.7271 6.8238  0.35
H27 8.5089 -2.7567 5.4769  0.28
H28 6.4172 1.6111 5.9859  0.23
H29 7.6527 1.1234 7.1554  0.39
H30 6.1054 0.2830 7.1246  0.27
H31 8.8494 1.2832 3.9907  0.39
H32 9.6154 -0.3126 3.8107  0.41
H33 9.8269 0.6108 5.3104  0.40
F1 8.3090 4.0186 6.0037  -0.47
Al1 7.3989 4.9033 4.7260  1.01
F2 8.1254 4.5487 3.1167  -0.47
F3 7.4833 6.6738 5.0457  -0.34
F4 5.6780 4.3724 4.7381  -0.45
Al2 -4.9011 -5.4950 2.3210  0.26
C15 -1.5680 3.7434 -1.9873  0.69
F5 -1.4881 2.6691 -2.8366  -0.41
F6 -0.8301 4.7389 -2.5759  -0.19
F7 -2.8722 4.1650 -2.0420  -0.39
S1 -1.0020 3.3442 -0.2516  1.12
O1 0.3974 2.9155 -0.3831  -0.61
O2 -1.8918 2.2721 0.2153  -0.63
O3 -1.1538 4.5921 0.5090  -0.64
Br1 7.9989 0.9433 2.6604  -0.01
K1 -3.4011 2.6781 -3.4266  1.00
C16 -5.4679 2.2863 -9.1868  -0.97
C17 -5.0746 2.7243 -10.3844  0.48
C18 -5.0673 4.1768 -10.7128  0.85
O4 -4.6826 4.5505 -11.8152  -0.61
C19 -5.5351 5.1184 -9.6837  -0.87
C20 -5.9317 4.6799 -8.4874  0.36
C21 -5.9127 3.2301 -8.1499  1.17
O5 -6.2658 2.8591 -7.0355  -0.70
O6 -6.3750 5.5591 -7.5165  -0.56
O7 -4.6577 1.8429 -11.3650  -0.58
H34 -5.4761 1.2335 -8.9339  0.32
H35 -5.5416 6.1696 -9.9417  0.42
H36 -6.6032 4.9995 -6.7424  0.34
H37 -4.4239 2.4031 -12.1369  0.36
C22 2.2465 -2.7001 8.5072  -0.06
Cl2 3.9010 -2.0719 8.4189  -0.05
Cl3 1.3334 -2.2538 7.0558  -0.12
Cl4 2.2595 -4.4593 8.7177  -0.14
H38 1.7543 -2.2531 9.3747  0.36
Cl5 5.8989 6.8995 6.3688  -0.08
C23 -8.8504 0.8971 -11.5942  -0.72
N5 -8.7357 1.6288 -10.3038  0.82
O8 -7.9531 1.1727 -9.4620  -0.47
O9 -9.4346 2.6403 -10.1723  -0.51
H39 -8.1829 0.0329 -11.5709  0.30
H40 -9.8894 0.5789 -11.7015  0.30
H41 -8.5615 1.5861 -12.3905  0.28


[3]
A structure of composition C23H41AuF5OP2Te in a non-equilibrium geometry. Source: the OMol25 dataset; level of theory: ωB97M-V/def2-TZVPD.

## Properties
<S²>: 2.021
lowest unoccupied orbital energy (alpha / beta): -0.1276 / -0.1505 Eh
total charge: +1
HOMO energy (alpha / beta): -10.448 / -10.366 eV
energy relative to the best compared isomer or geometry (same formula, charge and spin): 5.50 kcal/mol
2S+1: 3

Last column: Mulliken charge in e.
Element x y z (Å)
Au1 0.8421 1.4137 0.3593  0.70
C1 0.3268 0.5355 3.3527  0.55
C2 1.4538 0.7927 2.4901  0.47
C3 0.5546 2.8228 3.2202  0.40
C4 -0.2173 1.7727 3.7544  0.94
C5 1.6535 2.2532 2.4958  0.99
C6 -0.2154 -0.7759 3.7409  -1.91
H1 0.3499 -1.5926 3.2799  0.39
H2 -1.2630 -0.8623 3.4063  0.25
H3 -0.2021 -0.9536 4.8318  0.44
C7 -1.3106 1.9441 4.7268  -1.98
H4 -1.9067 1.0308 4.7790  0.42
H5 -1.9726 2.7837 4.4855  0.42
H6 -0.9214 2.1502 5.7387  0.36
C8 0.3029 4.2498 3.5345  -1.64
H7 0.1207 4.3974 4.6136  0.39
H8 -0.5583 4.6747 2.9954  0.22
H9 1.1506 4.8756 3.2442  0.39
C9 2.9960 2.8754 2.4711  -1.65
H10 3.0582 3.6318 3.2699  0.49
H11 3.2126 3.3584 1.5164  0.28
H12 3.7688 2.1094 2.6667  0.34
C10 2.5260 -0.1873 2.1743  -1.39
H13 3.2860 -0.2545 2.9716  0.34
H14 3.0465 0.1197 1.2539  0.38
H15 2.1381 -1.1980 1.9734  0.35
C11 -2.9324 -2.0315 0.6786  -0.66
C12 -2.1084 -2.5801 1.5868  -0.68
C13 -0.7318 -3.0860 1.2395  0.34
C14 -0.7513 -3.9398 -0.0589  -1.14
C15 -0.0194 -3.3609 -1.1837  -1.14
C16 -0.0928 -1.9660 -1.5123  1.27
C17 -1.3637 -1.1632 -1.0686  -0.15
C18 -2.7297 -1.8754 -0.8225  -1.20
H16 -0.3052 -3.6975 2.0610  0.62
H17 -1.8020 -4.1072 -0.3479  0.38
H18 -0.0690 -2.1892 1.1239  -0.71
H19 -2.8899 -2.7819 -1.4225  0.64
H20 -3.9114 -1.6470 0.9978  0.41
H21 -2.3956 -2.5922 2.6539  0.62
H22 -3.5228 -1.1819 -1.1580  0.47
H23 -1.1199 -0.6919 -0.1032  -0.40
H24 0.7799 -1.4099 -1.0442  0.10
H25 -1.5146 -0.2820 -1.7053  0.74
H26 -0.3726 -4.9537 0.1609  0.43
H27 0.7697 -3.9749 -1.6959  0.16
P1 0.1574 -1.5983 -3.3682  0.78
C19 -1.4714 -2.2224 -3.9083  -1.38
C20 1.3337 -2.6369 -4.2622  -1.25
P2 1.6211 1.2127 -2.8600  0.58
C21 0.4735 0.1001 -3.9216  -1.09
C22 3.2596 0.4406 -3.2704  -1.26
C23 1.7965 2.4279 -4.2469  -1.35
H28 -2.2536 -1.4789 -3.6723  0.36
H29 -1.6096 -3.1308 -3.2937  0.38
H30 -1.5494 -2.5218 -4.9629  0.53
H31 1.0189 -2.7474 -5.3137  0.41
H32 1.3171 -3.6493 -3.8342  0.43
H33 2.3664 -2.2561 -4.2552  0.34
H34 1.8814 1.8973 -5.2097  0.41
H35 2.7037 3.0184 -4.0649  0.45
H36 0.8966 3.0600 -4.2572  0.35
H37 -0.4795 0.6539 -3.9917  0.60
H38 0.8565 0.0894 -4.9721  0.56
H39 3.9770 1.2691 -3.1839  0.49
H40 3.3072 0.0539 -4.2996  0.34
H41 3.5383 -0.3457 -2.5579  0.31
F1 -1.6359 3.5390 1.3251  -0.46
Te1 -2.5699 2.2725 0.2522  2.22
F2 -3.6487 1.0152 -0.6937  -0.44
F3 -2.9586 3.6037 -1.0341  -0.39
F4 -2.3116 0.9260 1.5875  -0.41
F5 -4.1537 2.7877 1.2073  -0.40
O1 -0.9999 1.7651 -0.6632  -1.12